ORCA calculation (wB97M-V/def2-TZVPD) on a 23-piece molecular cluster, C74H207N33O29 overall in a non-equilibrium geometry.

Results
Total charge: 0
E_LUMO (eV): 0.4
HOMO (eV): -8.23
Total energy (hartree): -6932.5505
ΔE to the lowest compared entry with this formula, charge and spin (eV): 0.0000

Geometry as XYZ:
```
343
Properties=species:S:1:pos:R:3:forces:R:3:lowdin_charge:R:1
C -3.958 0.954 2.027 -0.29 2.77 -2.15 -0.727
O -3.697 2.156 2.164 -0.23 0.70 -0.15 -0.049
N -4.500 0.493 0.872 -0.35 -0.45 -0.25 0.213
N -3.685 0.117 2.954 1.42 -1.96 3.06 0.218
H -5.154 1.099 0.386 0.21 -0.01 0.22 0.097
H -4.747 -0.480 0.931 -0.34 -0.39 -0.56 0.062
H -3.931 -0.858 2.880 0.13 -0.61 0.01 0.059
H -3.058 0.454 3.694 -0.67 -0.42 -0.34 0.116
C 2.752 -6.445 4.885 -0.51 -0.81 0.42 -0.643
O 1.554 -6.341 5.190 0.47 -0.28 0.33 -0.024
N 3.571 -7.459 5.388 -0.29 0.42 0.86 0.139
N 3.311 -5.603 4.018 0.33 0.12 -0.55 0.196
H 3.256 -7.729 6.330 0.39 -0.04 -0.83 0.108
H 4.592 -7.377 5.288 -0.96 0.16 0.09 0.104
H 2.632 -5.161 3.432 -0.13 0.35 -0.30 0.070
H 4.131 -5.897 3.516 0.57 0.18 -0.30 0.068
C -6.472 4.763 -2.776 1.46 -0.57 -0.14 -0.704
O -5.745 5.126 -3.719 0.08 -0.71 0.96 -0.025
N -7.649 5.370 -2.623 -1.95 1.33 0.20 0.141
N -6.186 3.821 -1.827 0.82 0.26 -1.64 0.185
H -8.315 5.080 -1.914 0.38 0.42 -0.22 0.105
H -7.644 6.316 -2.999 -0.54 -0.61 0.17 0.116
H -6.768 3.645 -1.036 -0.22 -0.07 0.45 0.040
H -5.281 3.356 -1.921 -0.12 0.01 0.15 0.052
C -1.357 5.177 2.758 1.67 0.89 0.13 -0.552
O -1.032 5.259 3.938 -0.70 -0.40 -0.66 -0.004
N -2.441 4.427 2.307 1.66 1.83 -0.96 0.160
N -0.454 5.931 1.817 -2.89 -3.19 0.49 0.145
H -2.574 4.322 1.309 0.18 0.28 0.00 0.063
H -2.737 3.591 2.771 0.02 -0.20 0.67 0.032
H -0.172 6.787 2.226 0.10 0.78 0.28 0.053
H -0.847 5.963 0.885 0.26 0.43 0.00 0.024
C 0.548 -6.541 0.886 0.13 -4.78 -0.48 -0.783
O 1.168 -7.126 0.004 1.08 -1.01 -2.91 -0.022
N -0.293 -7.226 1.595 -1.79 -1.42 1.57 0.241
N 0.854 -5.365 1.177 1.08 7.20 1.20 0.231
H -0.367 -8.218 1.430 -0.18 0.04 -0.04 0.100
H -0.714 -6.853 2.412 -0.36 0.20 0.54 0.063
H 0.382 -4.820 1.892 -0.14 -0.24 -0.24 0.092
H 1.323 -4.857 0.419 0.24 0.19 0.79 0.078
C -2.036 -9.082 -2.447 0.41 -0.03 0.17 -0.593
O -3.045 -9.593 -1.950 0.60 0.62 -0.87 -0.003
N -0.877 -8.970 -1.676 -2.21 -0.90 -1.82 0.196
N -1.992 -8.678 -3.806 -0.77 -0.50 1.18 0.145
H -1.101 -8.948 -0.711 0.13 0.06 1.05 0.049
H -0.093 -8.479 -1.996 1.02 0.87 -0.24 0.062
H -2.921 -8.487 -4.202 0.85 -0.30 0.34 0.098
H -1.265 -8.058 -4.117 0.05 0.12 0.15 0.071
C -1.920 -5.638 4.362 1.48 0.40 0.12 -0.658
O -3.073 -5.239 4.256 0.43 0.06 -0.10 0.008
N -1.560 -6.890 4.748 1.66 -0.28 0.19 0.170
N -0.787 -4.877 4.004 -2.01 1.12 -0.48 0.147
H -0.566 -6.961 5.004 -0.50 -0.09 -0.27 0.082
H -2.132 -7.398 5.371 -1.01 -0.36 0.36 0.095
H 0.153 -4.956 4.410 -0.78 -0.49 0.16 0.064
H -1.132 -3.926 3.780 0.98 -0.34 0.04 0.058
C 5.976 5.102 1.110 2.35 -0.25 0.33 -0.598
O 6.312 3.907 1.195 -0.13 1.73 0.59 -0.011
N 6.617 6.139 1.908 -2.60 -0.88 -2.52 0.166
N 5.135 5.462 0.106 -0.15 0.50 0.20 0.183
H 6.384 7.125 1.839 -0.25 -0.53 -0.19 0.074
H 7.240 5.878 2.609 0.82 -0.78 1.03 0.064
H 4.721 6.368 -0.035 0.00 0.66 0.23 0.058
H 5.105 4.847 -0.689 -0.06 -0.22 0.34 0.063
C -7.508 2.407 1.885 -0.29 0.08 -2.86 -0.664
O -7.263 2.773 0.714 0.41 -0.34 1.21 -0.025
N -6.595 2.233 2.837 0.05 0.11 1.03 0.195
N -8.779 2.026 2.187 0.10 -0.07 2.03 0.148
H -5.668 2.592 2.694 0.45 0.08 -0.06 0.081
H -6.853 1.873 3.749 0.19 0.14 -0.42 0.123
H -9.075 2.277 3.128 -0.37 -0.40 -0.55 0.106
H -9.435 1.998 1.447 -0.48 0.36 -0.44 0.092
C 2.159 -4.172 -1.876 0.57 -0.11 -0.67 -0.606
O 2.432 -3.839 -0.735 0.05 -0.29 1.30 -0.029
N 2.514 -3.256 -2.881 -1.71 -2.12 -0.92 0.182
N 1.584 -5.413 -2.137 1.03 1.99 1.49 0.187
H 3.408 -2.811 -2.842 0.38 0.40 0.76 0.058
H 2.396 -3.716 -3.769 0.08 0.30 -0.56 0.085
H 1.438 -5.976 -1.245 -0.15 -0.13 -1.21 0.066
H 1.130 -5.609 -2.995 -0.32 -0.21 -0.56 0.072
C 4.609 -8.526 -1.560 0.73 -0.14 -1.53 -0.128
O 5.331 -7.637 -0.740 -1.36 0.81 -0.22 -0.162
C 4.520 -6.470 -0.514 0.26 -0.05 0.70 -0.213
C 5.254 -5.492 0.364 0.24 0.60 1.55 -0.168
N 5.632 -5.988 1.745 -1.11 0.57 -1.10 -0.046
C 6.886 -5.462 2.214 1.02 -0.72 -0.20 -0.244
C 6.948 -4.038 2.668 -0.99 -0.26 -0.08 -0.232
O 6.034 -3.803 3.747 1.12 0.76 -0.87 -0.174
C 6.334 -2.535 4.274 0.28 0.73 2.43 -0.145
H 5.261 -9.358 -1.738 0.27 -0.67 0.10 0.078
H 4.387 -8.146 -2.577 0.31 0.51 0.30 0.091
H 3.649 -8.882 -1.242 -0.53 -0.01 1.11 0.078
H 3.544 -6.770 -0.076 0.48 0.14 -0.09 0.116
H 4.290 -5.898 -1.423 0.13 -0.47 -0.30 0.113
H 4.616 -4.602 0.446 -0.25 -0.29 0.31 0.093
H 6.150 -5.044 -0.082 0.23 -0.61 -0.45 0.113
H 5.715 -6.990 1.731 -0.05 -0.28 -0.33 0.101
H 7.651 -5.476 1.422 0.09 -0.27 -0.19 0.119
H 7.250 -6.171 2.969 -0.02 0.41 0.22 0.126
H 6.796 -3.385 1.789 -0.56 0.11 0.36 0.121
H 7.970 -3.827 2.951 0.46 0.02 0.51 0.115
H 6.190 -1.680 3.612 -0.10 -0.22 -0.46 0.078
H 7.380 -2.437 4.711 -0.79 -0.44 -0.81 0.102
H 5.705 -2.351 5.177 0.07 -0.30 -0.78 0.092
C 3.578 3.558 3.397 -0.68 -1.28 -0.02 -0.057
O 3.602 2.320 2.612 0.82 1.41 1.00 -0.185
C 3.376 2.500 1.241 -2.82 -1.51 0.48 -0.232
C 3.152 1.128 0.628 0.18 0.31 -0.47 -0.201
N 4.415 0.401 0.515 -0.40 -0.73 0.53 -0.024
C 4.103 -0.981 0.171 0.40 -0.16 -0.63 -0.213
C 5.102 -1.662 -0.744 0.70 -0.94 0.03 -0.223
O 4.978 -1.120 -2.047 0.05 -0.16 -0.76 -0.213
C 5.840 -1.630 -3.053 -0.05 0.88 -1.31 -0.118
H 2.530 3.929 3.455 0.53 -0.19 0.04 0.088
H 4.207 4.377 3.047 0.21 -0.29 -0.47 0.055
H 3.943 3.254 4.390 -0.30 0.22 -0.30 0.090
H 4.055 3.105 0.734 1.72 0.75 -0.67 0.069
H 2.398 2.949 1.107 -0.50 0.71 0.10 0.101
H 2.730 1.250 -0.402 0.32 -0.03 0.69 0.131
H 2.356 0.581 1.212 0.71 0.50 -0.22 0.103
H 4.829 0.336 1.448 0.03 0.60 -0.31 0.118
H 3.194 -0.998 -0.444 0.04 -0.04 0.27 0.096
H 3.938 -1.605 1.069 -0.04 0.02 -0.33 0.128
H 4.762 -2.704 -0.763 0.24 -0.22 -0.06 0.085
H 6.182 -1.663 -0.445 -0.78 0.31 0.10 0.136
H 5.605 -2.578 -3.570 -0.38 -0.37 1.06 0.079
H 6.898 -1.628 -2.810 0.15 -0.08 0.58 0.085
H 5.763 -0.958 -3.927 -0.06 0.24 0.58 0.090
C -4.299 -6.317 -2.354 -0.47 0.19 -0.10 -0.104
O -3.096 -6.331 -1.665 1.89 -0.07 1.20 -0.239
C -3.001 -5.726 -0.368 0.22 -0.56 0.25 -0.156
C -3.468 -6.711 0.745 1.45 0.39 -0.56 -0.186
N -3.007 -8.060 0.581 0.24 -0.32 0.23 -0.052
C -3.385 -8.953 1.635 0.81 0.53 1.55 -0.216
C -2.804 -10.295 1.391 -0.31 -2.21 -1.26 -0.233
O -1.387 -10.267 1.262 0.01 1.13 0.25 -0.220
C -0.927 -11.504 0.783 0.03 -0.04 0.31 -0.107
H -5.129 -6.353 -1.615 0.03 0.01 -0.83 0.103
H -4.293 -7.212 -3.026 -0.34 0.68 0.65 0.086
H -4.292 -5.403 -2.978 -0.71 -0.31 0.13 0.076
H -3.548 -4.773 -0.302 -0.34 -0.25 -0.14 0.109
H -1.952 -5.423 -0.202 -0.17 -0.51 -0.32 0.104
H -4.511 -6.671 0.771 -2.20 0.11 0.16 0.083
H -3.123 -6.399 1.737 0.04 0.43 -0.11 0.106
H -3.234 -8.545 -0.258 -0.43 0.38 -1.23 0.063
H -4.441 -8.928 2.006 0.38 -0.34 -0.72 0.139
H -2.806 -8.706 2.520 0.02 0.84 0.66 0.103
H -3.082 -10.736 0.422 -0.89 0.18 0.21 0.116
H -3.049 -11.039 2.185 -0.14 0.57 -0.27 0.135
H 0.030 -11.612 1.254 0.62 -0.57 0.06 0.086
H -0.830 -11.602 -0.297 -0.08 0.50 -0.24 0.087
H -1.624 -12.270 1.097 0.10 -0.56 0.26 0.080
C -2.726 6.830 -6.146 -0.12 0.07 -0.68 -0.122
O -1.537 6.431 -5.550 0.67 0.15 -0.34 -0.203
C -0.467 6.616 -6.470 0.92 -0.98 1.47 -0.222
C 0.728 5.914 -5.835 0.31 1.16 0.02 -0.244
N 0.610 4.481 -5.685 0.44 -0.38 -0.03 -0.041
C 1.804 3.861 -5.032 -1.34 -0.02 0.48 -0.172
C 1.637 2.339 -4.921 -1.09 1.49 -0.84 -0.235
O 0.743 2.153 -3.859 -0.40 -0.63 0.42 -0.190
C 0.747 0.801 -3.448 -1.02 0.02 0.24 -0.107
H -3.545 6.650 -5.475 -0.40 0.35 0.47 0.087
H -2.905 6.233 -7.024 -0.25 -0.52 -0.60 0.069
H -2.626 7.843 -6.541 -0.40 0.42 0.43 0.092
H -0.188 7.667 -6.616 -0.36 0.09 0.11 0.127
H -0.653 6.169 -7.433 -0.53 -0.27 -0.51 0.118
H 0.927 6.498 -4.903 -0.06 -0.58 -0.01 0.105
H 1.567 6.193 -6.488 0.15 -0.53 0.06 0.118
H -0.282 4.188 -5.262 0.78 0.33 -0.03 0.112
H 1.852 4.183 -3.958 0.47 0.13 -0.76 0.124
H 2.693 4.145 -5.598 -0.04 0.01 0.13 0.115
H 2.539 1.815 -4.744 1.36 -0.34 0.38 0.097
H 1.218 1.935 -5.852 -0.10 0.02 -0.06 0.127
H 1.689 0.552 -2.973 0.29 -0.11 0.36 0.086
H 0.625 0.136 -4.308 -0.09 -0.08 -0.08 0.075
H -0.105 0.635 -2.746 0.82 0.27 -0.52 0.070
C 6.095 9.839 -3.104 -0.75 -1.75 1.90 -0.059
O 5.007 9.524 -2.183 0.18 -0.57 -1.01 -0.204
C 4.261 8.344 -2.531 -1.22 1.02 0.26 -0.192
C 3.069 8.244 -1.500 0.70 -0.98 -3.26 -0.224
N 3.603 8.126 -0.209 -0.31 0.45 1.83 -0.062
C 2.561 8.165 0.843 0.80 0.21 -0.43 -0.186
C 3.109 7.748 2.154 1.76 -0.89 1.16 -0.199
O 4.365 8.404 2.516 -0.84 0.11 -0.91 -0.221
C 4.802 8.151 3.828 0.23 1.19 0.63 -0.144
H 5.743 10.262 -4.009 -0.41 0.39 -0.95 0.073
H 6.684 8.925 -3.274 -0.11 0.21 -0.22 0.081
H 6.694 10.514 -2.541 0.59 0.76 0.14 0.076
H 4.894 7.468 -2.637 0.36 -0.34 0.76 0.104
H 3.808 8.402 -3.526 -0.08 0.53 -0.18 0.112
H 2.506 7.328 -1.779 0.17 0.30 0.24 0.125
H 2.375 9.071 -1.730 0.28 0.14 0.44 0.112
H 4.279 8.873 -0.093 0.01 0.01 0.34 0.119
H 1.793 7.444 0.537 -0.06 0.29 0.23 0.117
H 2.110 9.135 1.065 -0.13 0.38 -0.87 0.116
H 3.406 6.705 2.106 -0.46 -0.55 0.21 0.104
H 2.363 7.929 2.924 -0.06 -0.16 0.29 0.125
H 4.215 8.799 4.543 0.44 -0.99 -0.39 0.104
H 5.849 8.499 3.877 -0.40 0.04 -0.04 0.085
H 4.856 7.096 4.124 -0.57 0.05 -0.16 0.079
C -0.320 9.482 -1.020 0.44 -0.58 0.14 -0.075
O -0.232 8.028 -1.124 0.02 1.86 1.52 -0.238
C -0.814 7.498 -2.285 0.69 -0.04 -1.07 -0.227
C -1.185 6.043 -1.975 -0.99 0.73 -0.97 -0.189
N -2.264 6.016 -0.962 0.07 -0.35 -1.89 -0.036
C -3.540 6.350 -1.691 0.47 -1.79 0.84 -0.205
C -4.564 6.457 -0.625 0.28 1.40 2.17 -0.169
O -4.184 7.731 0.082 -0.65 -0.85 0.63 -0.224
C -4.722 7.873 1.424 0.81 0.64 -0.95 -0.096
H 0.345 9.894 -0.213 -0.90 -0.94 -0.31 0.084
H -1.368 9.790 -0.904 0.26 -0.06 0.19 0.091
H 0.085 9.972 -1.902 -0.07 -0.15 -0.57 0.074
H 0.006 7.584 -3.054 -1.13 -0.24 0.02 0.120
H -1.737 8.059 -2.600 0.96 -0.32 0.19 0.127
H -0.318 5.447 -1.771 0.59 -0.22 0.80 0.103
H -1.589 5.585 -2.897 0.11 0.27 0.21 0.103
H -2.079 6.756 -0.304 -0.17 0.42 0.17 0.066
H -3.785 5.500 -2.373 0.15 0.74 0.42 0.098
H -3.537 7.277 -2.249 0.22 0.22 -0.25 0.112
H -4.451 5.618 0.128 -0.52 0.76 -0.95 0.130
H -5.564 6.615 -1.010 -0.30 -0.39 0.06 0.106
H -4.138 8.615 1.980 0.11 0.16 -0.54 0.081
H -4.565 6.983 1.997 -0.35 -0.94 0.22 0.063
H -5.750 8.238 1.434 -0.18 -0.38 -0.14 0.079
C 5.347 2.987 -2.703 0.95 -1.09 0.04 -0.016
C 6.823 2.595 -2.350 -0.75 -1.22 -1.00 -0.448
C 7.613 3.774 -2.028 1.71 0.67 0.40 -0.265
O 7.705 4.497 -3.234 0.25 1.70 0.31 -0.180
C 8.227 5.823 -3.046 0.40 -1.02 0.77 -0.090
N 6.957 1.606 -1.294 -0.83 0.10 0.30 0.059
H 5.346 3.640 -3.548 0.03 0.62 -0.56 0.059
H 4.859 3.486 -1.869 -0.12 -0.23 0.14 0.053
H 4.767 2.101 -3.008 0.11 0.15 0.39 0.073
H 7.359 2.211 -3.241 -0.76 -0.10 -0.07 0.141
H 8.619 3.473 -1.626 -0.44 0.13 -0.59 0.151
H 7.190 4.333 -1.207 -0.48 0.64 0.19 0.091
H 9.283 5.745 -2.732 -0.14 0.16 -0.39 0.091
H 7.744 6.379 -2.229 -0.36 -0.23 -0.16 0.078
H 8.112 6.363 -3.970 0.10 0.12 -0.35 0.076
H 7.157 2.133 -0.427 -0.72 -0.81 -0.28 0.064
H 6.032 1.139 -1.250 0.97 0.21 0.81 0.046
C -1.657 -4.841 -4.070 0.77 -0.37 -1.61 -0.062
C -2.483 -3.647 -4.473 1.09 1.49 3.19 -0.491
C -1.502 -2.586 -5.021 -0.46 -1.51 -2.88 -0.162
O -2.258 -1.786 -5.935 -0.55 -0.41 1.23 -0.199
C -1.619 -0.624 -6.265 1.08 1.77 -0.24 -0.142
N -3.567 -3.887 -5.292 -1.38 -1.17 -1.68 0.060
H -2.118 -5.786 -3.843 -0.72 -0.07 -0.03 0.045
H -1.119 -4.569 -3.204 0.87 0.26 1.08 0.041
H -0.917 -5.000 -4.883 -0.20 -0.27 0.35 0.085
H -2.901 -3.255 -3.524 0.17 0.14 -0.17 0.138
H -0.785 -3.111 -5.718 -0.13 0.15 0.77 0.132
H -0.901 -2.079 -4.300 0.05 0.85 0.72 0.106
H -2.248 0.043 -6.862 -0.10 -0.51 -0.11 0.084
H -0.672 -0.820 -6.819 -0.28 0.14 0.26 0.102
H -1.413 -0.018 -5.368 0.25 -0.15 -0.16 0.071
H -4.073 -3.034 -5.508 0.20 -0.10 0.04 0.090
H -3.146 -4.193 -6.157 -0.54 -0.23 -0.73 0.088
C 1.707 -2.308 3.737 -0.90 -0.73 -0.40 -0.044
C 0.415 -1.597 4.064 -0.30 0.29 0.46 -0.406
C 0.742 -0.108 3.996 -0.34 -0.19 1.20 -0.209
O -0.370 0.657 4.421 -0.47 0.64 -0.44 -0.196
C -0.201 2.057 4.129 0.62 -0.24 -0.32 -0.069
N -0.742 -1.928 3.175 0.21 0.41 1.78 0.076
H 2.030 -1.904 2.802 0.80 0.38 -0.63 0.053
H 1.582 -3.381 3.525 -0.04 0.29 0.52 0.048
H 2.388 -2.115 4.552 0.52 -0.24 -0.07 0.090
H 0.188 -1.810 5.132 -0.43 -0.12 -0.63 0.127
H 1.018 0.105 2.976 0.18 0.46 -0.56 0.103
H 1.556 0.128 4.692 0.36 -0.10 -0.33 0.140
H -1.156 2.588 4.105 0.12 -0.40 -0.14 0.073
H 0.389 2.164 3.205 -0.65 0.01 -0.25 0.079
H 0.438 2.582 4.832 0.02 -0.17 0.76 0.085
H -0.475 -1.741 2.219 0.32 0.10 -0.49 0.025
H -1.405 -1.194 3.451 -0.11 -0.40 -0.55 0.039
C -1.330 -2.318 -0.686 -0.06 -1.29 0.12 -0.047
C -0.319 -1.187 -0.668 0.12 -1.40 -0.06 -0.430
C -1.035 0.042 -0.236 0.43 1.60 0.64 -0.168
O -0.081 1.125 -0.114 0.26 -1.73 -0.22 -0.190
C -0.567 2.355 0.305 -0.88 0.58 -0.36 -0.109
N 0.680 -1.605 0.293 0.39 -0.42 0.45 0.085
H -1.509 -2.643 0.355 0.07 0.10 -0.32 0.068
H -1.064 -3.242 -1.261 0.23 0.84 0.38 0.080
H -2.270 -1.998 -1.073 -0.93 0.32 -0.46 0.064
H 0.152 -1.102 -1.648 -0.26 0.40 -0.25 0.119
H -1.599 -0.162 0.713 0.52 0.35 -0.46 0.134
H -1.748 0.335 -0.993 -0.59 0.03 -0.33 0.101
H -1.251 2.826 -0.450 0.38 -0.36 0.54 0.083
H 0.278 3.025 0.432 0.15 0.06 0.05 0.076
H -1.083 2.252 1.257 -0.25 0.16 0.18 0.064
H 1.440 -0.947 0.335 0.08 0.21 -0.02 0.027
H 1.080 -2.485 -0.054 0.07 0.45 0.34 0.054
C -4.394 -2.387 7.548 -0.22 0.79 0.02 -0.053
C -2.986 -1.931 7.157 -1.26 -1.53 0.51 -0.451
C -2.205 -3.221 7.089 0.79 -0.01 0.43 -0.205
O -2.170 -3.807 8.408 0.64 0.08 -0.75 -0.205
C -0.951 -4.449 8.761 -0.88 -0.49 0.24 -0.100
N -2.973 -1.228 5.897 1.22 1.09 0.22 0.073
H -4.993 -1.522 7.864 -0.06 -0.23 -0.15 0.076
H -4.258 -3.051 8.415 -0.51 0.01 -0.49 0.080
H -4.885 -2.868 6.672 0.26 0.06 0.73 0.077
H -2.586 -1.374 7.993 0.24 0.67 -0.09 0.143
H -1.220 -2.953 6.653 0.00 -0.63 0.51 0.118
H -2.728 -3.911 6.432 0.11 -0.19 -0.36 0.109
H -0.632 -5.232 8.061 -0.18 0.16 -0.23 0.078
H -1.177 -4.972 9.715 0.47 0.57 -0.39 0.096
H -0.160 -3.710 8.834 0.33 0.05 0.31 0.081
H -3.152 -1.882 5.164 -0.45 -0.67 -0.60 0.038
H -1.994 -0.956 5.725 -0.46 0.28 -0.01 0.059
C -5.975 -3.890 3.629 1.67 -0.14 0.82 -0.052
C -5.424 -3.468 2.296 -0.65 0.75 -1.70 -0.413
C -6.424 -2.487 1.615 0.60 -1.31 0.60 -0.225
O -5.947 -2.156 0.326 -0.95 0.97 -0.10 -0.191
C -6.948 -1.332 -0.303 0.85 -0.37 -0.50 -0.087
N -4.070 -2.886 2.377 0.47 -0.02 0.15 0.063
H -5.553 -3.171 4.353 -0.39 -0.25 0.09 0.073
H -5.523 -4.871 3.869 -0.56 0.44 0.18 0.078
H -7.054 -3.879 3.719 -0.14 -0.15 -0.19 0.079
H -5.409 -4.310 1.593 0.02 -0.18 0.17 0.125
H -6.670 -1.610 2.221 0.48 0.37 0.09 0.123
H -7.369 -3.038 1.572 -0.15 -0.09 -0.38 0.124
H -7.367 -0.630 0.382 -0.39 0.49 0.71 0.070
H -7.718 -1.903 -0.775 -0.76 -0.83 0.15 0.084
H -6.564 -0.766 -1.131 0.93 0.27 -0.26 0.077
H -3.491 -3.126 1.555 -0.66 0.25 0.50 0.071
H -3.547 -3.277 3.170 -0.39 -0.14 -0.31 0.043
C -4.081 0.773 -3.040 -0.55 -0.30 0.59 -0.069
C -3.084 1.877 -3.179 -0.76 0.80 -0.66 -0.377
C -3.485 2.743 -4.445 0.94 -1.17 1.00 -0.169
O -2.919 2.169 -5.635 -1.05 0.43 0.49 -0.195
C -3.292 3.015 -6.704 -0.20 0.85 0.12 -0.106
N -3.406 2.742 -2.013 0.38 -0.02 -0.65 0.051
H -5.053 1.287 -3.154 0.13 -0.60 0.30 0.082
H -3.987 0.379 -2.008 -0.28 -0.24 -0.55 0.064
H -4.028 -0.014 -3.775 0.22 -0.35 -0.24 0.074
H -2.030 1.542 -3.315 -0.49 0.27 0.41 0.123
H -3.028 3.728 -4.355 -0.35 0.45 0.20 0.110
H -4.602 2.783 -4.457 0.84 0.31 -0.32 0.124
H -2.795 4.004 -6.641 0.21 -0.45 0.01 0.071
H -4.365 3.283 -6.691 0.18 -0.50 0.00 0.099
H -3.037 2.535 -7.633 0.12 -0.19 -0.35 0.081
H -2.818 3.537 -2.108 0.46 1.06 0.50 0.037
H -3.339 2.392 -1.052 0.31 -0.43 -0.71 0.074
```
Positions in Å, forces in eV/Å.